(1)
{
  "formula": "H14O7",
  "method": "ωB97M-V/def2-TZVPD",
  "smiles": "O.O.O.O.O.O.O",
  "charge": 0,
  "e_homo_ev": -10.03,
  "orbital_gap_ev": 10.1,
  "fmax_ha_per_bohr": 0.094,
  "e_above_lowest_kcal_mol": 51.54,
  "symbols": ["O", "H", "O", "O", "H", "H", "H", "H", "H", "H", "O", "O", "H", "H", "H", "H", "H", "O", "H", "O", "H"],
  "coordinates": [[-4.68867, 1.93152, 26.46029], [-7.55874, 2.11689, 26.35088], [-8.35701, 1.90631, 22.40637], [-8.03455, 2.36210, 25.57176], [-9.41260, -0.54635, 23.97345], [-4.70493, 2.87063, 26.37063], [-9.36471, 3.26256, 24.62452], [-8.17948, 1.50202, 25.17437], [-5.18104, 3.41389, 24.04526], [-4.96090, -0.86552, 25.38681], [-8.59196, -0.21941, 24.33951], [-5.20846, -0.07378, 24.87421], [-8.42045, 1.07377, 22.81293], [-9.60244, 4.69261, 24.30554], [-8.17857, 1.73644, 21.50892], [-5.12755, 0.65050, 25.47140], [-8.16210, -0.93081, 24.86871], [-5.68658, 2.67974, 23.69927], [-3.77066, 1.72250, 26.54247], [-9.91960, 3.83974, 24.06062], [-6.32805, 2.51482, 24.29914]],
  "forces_ev_per_a": [[-0.5821, -0.2598, 0.7073], [0.4460, 0.0985, 1.0589], [-0.4006, 1.8725, 0.6610], [0.1017, 0.1959, -0.2621], [-0.2859, -0.3310, 0.1438], [-0.1939, 1.0176, -0.1764], [-0.3854, 0.3063, -0.5287], [-0.3618, -0.5747, -0.6597], [0.0675, 0.1938, -0.0524], [-0.1582, 0.5379, -0.3732], [0.7766, -0.4155, 0.7440], [-0.1703, -2.3138, -0.6221], [0.1140, -1.7502, 0.8641], [0.2207, 1.1100, 0.1169], [0.4276, -0.2210, -1.6624], [0.0641, 1.1294, 0.5961], [-0.5383, 0.7037, -0.8287], [3.5618, 0.8666, -3.1324], [0.9920, -0.3090, 0.1109], [-0.0983, -1.0795, 0.4026], [-3.5972, -0.7778, 2.8925]],
  "lowdin_charge": [-0.0161, 0.0443, -0.0043, -0.0313, 0.0620, 0.0502, -0.0096, 0.0093, 0.0347, 0.0459, -0.0472, -0.0622, -0.0341, 0.0082, 0.0217, -0.0677, 0.0850, -0.0024, 0.0615, -0.0684, -0.0795]
}


(2)
{
  "formula": "H15NO6",
  "method": "ωB97M-V/def2-TZVPD",
  "smiles": "N.O.O.O.O.O.O",
  "charge": 0,
  "e_homo_ev": -10.85,
  "orbital_gap_ev": 11.0,
  "fmax_ha_per_bohr": 0.088,
  "e_above_lowest_kcal_mol": 43.00,
  "symbols": ["H", "H", "O", "H", "H", "O", "H", "H", "H", "O", "H", "N", "H", "O", "H", "O", "H", "H", "O", "H", "H", "H"],
  "coordinates": [[-2.33650, -2.70518, -2.49322], [-0.98219, 1.02285, 0.51742], [1.32187, -1.72391, -0.77193], [-1.47557, -0.50478, -0.85275], [1.36513, 0.99581, -0.18593], [-1.14397, 0.01331, -1.64701], [2.19749, -1.45991, 0.99217], [-1.98580, 0.51482, -1.92779], [1.24565, 2.38980, -1.16713], [-1.43726, 0.58555, 1.25164], [1.41789, -1.02521, -1.50227], [0.88081, 1.92230, -0.29180], [-0.79424, -0.03940, 1.72040], [-0.83247, 3.30166, 2.65739], [1.77637, -2.50237, 2.11415], [-1.37985, -2.66978, -2.48746], [-1.09438, -1.59887, -2.62023], [-0.93103, 2.62276, 1.92880], [2.38622, -1.77722, 1.88697], [1.32744, 2.33056, 0.60723], [-1.03775, 2.85412, 3.47672], [1.51215, -2.54690, -1.20537]],
  "forces_ev_per_a": [[-0.2177, 0.2605, -0.1064], [0.6459, -0.1598, -0.0336], [0.1795, 2.4570, -1.2949], [0.6854, 0.7815, -1.1528], [-0.7543, 0.8050, -0.9083], [-2.6654, 0.2566, 0.3792], [-0.3323, -0.6125, 0.0719], [1.9936, -1.0140, 0.5761], [-0.3045, -0.6370, 1.6879], [0.7169, -1.3120, 1.1433], [-0.3434, -1.6080, 1.5616], [1.9896, -0.2743, 1.6759], [-1.1204, 1.5082, -1.2669], [0.1344, -0.5910, -1.5194], [0.3399, 0.6161, -0.5639], [1.7217, 3.7430, -0.6236], [-1.5671, -4.1723, 0.7861], [-0.0308, 0.8952, 1.5059], [-0.0338, -0.0956, 0.5653], [-0.9811, 0.1696, -2.2090], [-0.1228, -0.3149, 0.0729], [0.0666, -0.7013, -0.3472]],
  "lowdin_charge": [0.0018, -0.0263, -0.0728, 0.0643, 0.0118, -0.1321, -0.0193, 0.1099, 0.0480, -0.1004, 0.0883, -0.0177, 0.0929, -0.0896, 0.0410, -0.1638, 0.1029, 0.0154, -0.0858, 0.0672, 0.0212, 0.0433]
}


(3)
{
  "formula": "H15O11S",
  "method": "ωB97M-V/def2-TZVPD",
  "charge": -1,
  "e_homo_ev": -3.11,
  "orbital_gap_ev": 5.3,
  "fmax_ha_per_bohr": 0.155,
  "e_above_lowest_kcal_mol": 23.68,
  "symbols": ["O", "O", "H", "H", "H", "H", "O", "H", "O", "O", "H", "H", "O", "H", "H", "H", "O", "O", "H", "H", "S", "O", "O", "H", "O", "H", "H"],
  "coordinates": [[-1.59564, 2.05931, 1.13739], [2.39705, -1.05116, 2.59072], [1.30460, -2.88009, -2.08252], [-1.71927, 2.60251, 0.29550], [1.70181, -1.69391, 2.69675], [1.01986, -0.02985, 0.92362], [-2.27356, 1.23877, -2.20290], [0.81528, 2.82859, 1.94303], [0.15024, -0.21487, 0.87794], [0.89015, -2.76841, -1.21775], [-0.31979, 0.62724, 1.22878], [3.26801, 0.44163, -0.07992], [-2.93626, -1.63558, -0.49052], [-2.55430, 1.95319, 1.26564], [-3.46712, -1.98469, -1.16489], [0.23131, 2.07971, 3.07023], [1.00779, 2.13626, 2.43170], [-1.60451, -0.56803, -3.62645], [2.66770, 0.15307, -1.28945], [0.34178, -2.05610, -1.49703], [-1.22077, 0.31564, -2.59014], [-0.79671, -0.39696, -1.43295], [-0.16018, 1.13549, -3.06932], [2.84253, -1.09479, 3.46873], [2.46838, 0.38844, -0.38683], [-2.21399, -1.25819, -0.85241], [-0.24440, -0.32722, 0.05305]],
  "forces_ev_per_a": [[-1.2274, 1.4431, -1.3977], [0.8579, 0.1602, 1.2496], [0.4150, -0.5994, 0.1903], [1.0924, -1.2345, 0.7389], [-0.5379, -0.4583, -0.2617], [5.6852, 0.8747, -0.6455], [-2.2838, 0.6270, 1.3121], [-1.4592, 5.3503, -3.9921], [-4.7414, 1.2419, 5.9102], [1.1891, -0.9634, -0.4191], [0.3615, -0.9837, -0.5252], [7.1056, 0.6252, 3.5868], [-3.5033, -1.9338, 4.1880], [0.3333, -0.6919, 0.4582], [-0.8601, -0.4941, -1.5456], [1.5513, 0.0995, -1.2637], [-0.0824, -5.4991, 5.2443], [-1.5288, -3.1905, -1.9181], [-0.9766, -0.1526, -0.8733], [-1.7539, 1.7284, 0.2129], [-1.5161, 4.8157, -3.2927], [2.1833, -3.9246, 5.5899], [3.8873, 1.7155, -0.7713], [-0.3463, 0.2679, -1.0421], [-6.2407, -0.3901, -2.5299], [4.0307, 2.2560, -2.4253], [-1.6345, -0.6891, -5.7780]],
  "lowdin_charge": [-0.0720, -0.0486, 0.0371, 0.1069, 0.0326, 0.0106, -0.4136, -0.0530, 0.2812, -0.0598, 0.1457, -0.0503, -0.0138, 0.0700, 0.0099, 0.0917, -0.0047, -0.3652, 0.0750, -0.0284, 0.0420, -0.4138, -0.4023, 0.0598, 0.0545, -0.1037, 0.0125]
}


Question: What is the formula in the third record?
Answer: H15O11S